1.
Here is C5H13LaO3 as an isolated structure from the OMol25 dataset. Energies are from ωB97M-V/def2-TZVPD.

```
22
Properties=species:S:1:pos:R:3:nbo_charge:R:1
C 0.6074 0.3331 -0.9296 -0.615
O 1.4194 -0.1411 0.1410 -0.472
C 1.5761 0.7759 1.1794 -0.081
C 1.0985 0.1779 2.4803 -0.074
O 1.4469 -1.1831 2.5442 -0.527
C 1.2905 -1.7370 3.8248 -0.254
H 0.6451 -0.4594 -1.6985 0.204
H 1.0884 1.2231 -1.3865 0.197
H 0.9917 1.6977 0.9769 0.143
H 2.6369 1.0779 1.2808 0.221
H 0.0016 0.2953 2.5616 0.122
H 1.5602 0.7312 3.3192 0.203
H 0.2495 -1.6368 4.1792 0.164
H 1.5443 -2.8022 3.7633 0.216
H 1.9588 -1.2495 4.5561 0.184
La -1.9779 0.8263 -1.0759 2.305
O -3.0672 0.2972 -3.2675 -0.865
H -3.7575 -0.3738 -3.3108 0.537
C -2.4461 0.4908 -4.5487 -0.276
H -3.1975 0.3854 -5.3369 0.250
H -2.0352 1.5055 -4.5690 0.205
H -1.6343 -0.2345 -4.6832 0.213
```

Results
Charge   +2
HOMO-LUMO gap   5.02 eV
HOMO   -14.8326 eV
Lowest unoccupied orbital energy   -0.3606 hartree
Energy above the lowest of the compared OMol25 structures with the same formula, charge and spin   109.4 kcal/mol
DFT total energy   -454.83453 Ha

2.
Here is C25H41N3P2V as an isolated structure from the OMol25 dataset. Energies are from ωB97M-V/def2-TZVPD.

```
72
Properties=species:S:1:pos:R:3:lowdin_charge:R:1
V 0.1110 -0.4182 1.7225 0.898
C -1.5222 -0.9490 2.9578 -0.271
C -1.1230 -2.0599 2.1097 -0.268
C 0.7361 -1.4239 3.4090 -0.286
C -0.3980 -0.5657 3.7655 -0.267
C 0.2829 -2.3528 2.3725 -0.287
C -2.9064 -0.4301 3.1446 -0.022
H -3.5206 -0.5735 2.2412 0.074
H -2.8737 0.6398 3.3925 0.082
H -3.4138 -0.9394 3.9852 0.112
C -0.4208 0.4536 4.8386 0.000
H -1.1742 1.2243 4.6243 0.091
H 0.5716 0.9161 4.9577 0.077
H -0.6886 -0.0207 5.7924 0.111
C 2.0591 -1.4690 4.0622 -0.014
H 2.0639 -2.2766 4.8080 0.110
H 2.2790 -0.5341 4.5866 0.081
H 2.8518 -1.6668 3.3300 0.091
C 1.1442 -3.3315 1.6799 -0.016
H 1.1953 -4.2856 2.2237 0.107
H 2.1658 -2.9354 1.6170 0.087
H 0.7916 -3.5347 0.6593 0.081
C -2.0463 -2.9203 1.3106 -0.012
H -2.1561 -3.9138 1.7797 0.107
H -1.6558 -3.0808 0.2960 0.075
H -3.0499 -2.4855 1.2357 0.078
C -0.9094 1.9566 0.5881 -0.111
C -2.1065 1.3026 0.4880 -0.083
C -2.4775 0.2589 -0.4883 -0.165
C -1.3397 -0.3268 -1.3853 -0.266
C -0.1681 -0.9380 -0.7114 -0.282
C 1.1378 -0.2629 -0.7366 -0.260
C 1.3408 1.2158 -0.5762 -0.230
C 0.0553 2.1081 -0.5256 -0.205
H -3.1857 0.6939 -1.2132 0.127
H -1.0368 0.4768 -2.1269 -0.019
H -3.0144 -0.5650 0.0012 0.098
H -0.4431 2.0334 -1.5069 -0.003
H -0.6852 2.5125 1.4864 0.104
H -2.9200 1.5185 1.1854 0.111
H 0.4315 3.1391 -0.4946 0.131
H 2.0262 1.5082 0.2281 0.088
H 2.0487 -0.8564 -0.5268 0.120
H 1.8773 1.5722 -1.4819 0.089
H -1.8482 -1.0710 -2.0279 0.114
H -0.1063 -2.0430 -0.8364 0.087
P -0.7297 1.8334 -3.6259 0.798
C -0.7979 3.5365 -4.2061 -0.260
C -1.8283 1.0355 -4.8157 -0.262
P 1.3526 -0.3493 -2.9659 0.920
C 0.9328 1.1193 -4.0066 -0.443
C 0.6421 -1.7796 -3.8061 -0.199
C 3.1369 -0.5556 -3.1561 -0.225
H 0.0964 4.0850 -3.8967 0.050
H -1.7093 3.9917 -3.7964 0.057
H -0.8744 3.4676 -5.3032 0.043
H -1.5070 1.4602 -5.7719 0.040
H -2.8552 1.3545 -4.6047 0.057
H -1.7643 -0.0611 -4.8184 0.044
H 3.4202 -0.2101 -4.1614 0.059
H 3.3999 -1.6219 -3.0299 0.062
H 3.6786 0.0768 -2.4107 0.068
H 1.6467 1.9455 -3.8789 0.068
H 0.8536 0.8286 -5.0676 0.063
H 1.3670 -2.6179 -3.7601 0.066
H 0.4799 -1.5127 -4.8563 0.055
H -0.3247 -2.1021 -3.3701 0.052
N 1.5364 1.0077 2.2555 0.088
C 2.2910 1.7024 2.8511 -0.288
N 3.1280 2.4884 3.3949 0.092
C 3.1852 2.6871 4.7043 -0.378
N 3.2640 2.8902 5.8614 0.108
```

Results
Charge   +1
Spin multiplicity   3
HOMO-LUMO gap (spin up / spin down)   6.45 / 7.03 eV
HOMO (spin up / spin down)   -10.4595 / -10.4395 eV
Lowest unoccupied orbital energy (spin up / spin down)   -0.1472 / -0.1252 hartree
Energy above the lowest of the compared OMol25 structures with the same formula, charge and spin   47.5 kcal/mol
DFT total energy   -2767.81080 Ha

3.
Here is an isolated molecule of C21H28N4O6 from the OMol25 dataset. Energies are from ωB97M-V/def2-TZVPD.

```
59
Properties=species:S:1:pos:R:3:nbo_charge:R:1
C 2.0062 4.8192 4.8762 -0.599
C 2.9511 4.0836 3.9345 -0.392
C 2.1910 3.1579 2.9885 -0.404
C 3.1448 2.4348 2.0366 -0.226
N 2.4366 1.5263 1.1518 -0.368
C 2.1446 2.0000 -0.1116 0.595
O 2.4716 3.1202 -0.4685 -0.616
C 1.4289 1.0561 -0.9817 0.223
C 1.1597 1.5025 -2.3854 -0.446
C 2.2214 0.8962 -3.3227 -0.491
C 2.2029 -0.6060 -3.1680 0.812
O 3.0599 -1.2718 -2.6538 -0.588
O 1.0603 -1.1028 -3.6628 -0.517
C 0.7926 -2.4838 -3.4830 -0.178
C -0.5588 -2.6848 -2.7980 0.673
O -1.3011 -3.5866 -3.1380 -0.621
N -0.8103 -1.7925 -1.8179 -0.704
C -1.9903 -1.6420 -1.0486 0.794
O -2.0648 -0.7183 -0.2706 -0.644
N -2.9221 -2.5867 -1.2466 -0.630
C -4.2227 -2.5263 -0.6310 -0.237
C -5.3006 -2.0906 -1.6281 -0.062
O -6.5551 -2.2205 -1.0048 -0.538
C -7.6212 -1.8223 -1.8272 -0.244
N 1.0872 -0.1287 -0.6178 -0.423
C 1.3821 -0.5651 0.6419 0.154
C 1.0083 -1.8610 1.0149 -0.168
C 1.2868 -2.3269 2.2762 -0.232
C 1.9463 -1.5049 3.1866 -0.174
C 2.3313 -0.2294 2.8403 -0.249
C 2.0626 0.2677 1.5599 0.147
H 1.4415 4.1129 5.4809 0.202
H 1.3019 5.4250 4.3111 0.205
H 2.5641 5.4725 5.5424 0.211
H 3.5186 4.8088 3.3482 0.200
H 3.6650 3.4986 4.5199 0.192
H 1.6180 2.4293 3.5669 0.201
H 1.4843 3.7418 2.3956 0.213
H 3.6350 3.1696 1.3923 0.249
H 3.9111 1.8837 2.5854 0.202
H 1.2221 2.5902 -2.4264 0.256
H 0.1686 1.1711 -2.6967 0.237
H 3.2120 1.2684 -3.0621 0.237
H 1.9865 1.1597 -4.3534 0.240
H 1.5886 -2.9328 -2.8739 0.238
H 0.7658 -2.9752 -4.4598 0.219
H -0.0790 -1.1086 -1.5363 0.455
H -2.7491 -3.2736 -1.9752 0.435
H -4.4892 -3.5104 -0.2369 0.201
H -4.1745 -1.8118 0.1928 0.233
H -5.2543 -2.7264 -2.5283 0.157
H -5.1280 -1.0481 -1.9375 0.167
H -7.6687 -2.4295 -2.7401 0.163
H -7.5320 -0.7667 -2.1124 0.165
H -8.5305 -1.9662 -1.2478 0.194
H 0.4984 -2.4796 0.2952 0.223
H 0.9954 -3.3248 2.5641 0.220
H 2.1606 -1.8699 4.1798 0.218
H 2.8386 0.3785 3.5708 0.218
```

Results
HOMO-LUMO gap   8.36 eV
HOMO   -8.6751 eV
SMILES string   CCCCn1c(=O)c(CCC(=O)OCC(=O)NC(=O)NCCOC)nc2ccccc21
Lowest unoccupied orbital energy   -0.0116 hartree
Energy above the lowest of the compared OMol25 structures with the same formula, charge and spin   2.6 kcal/mol
DFT total energy   -1487.58030 Ha